Record 1
The following is a quantum chemistry calculation of a structure of composition C26H15I3NO3SW at a distorted geometry, from the OMol25 dataset.

```
50
C26H15I3NO3SW | the OMol25 dataset | ωB97M-V/def2-TZVPD
W -0.085 1.177 0.430
I -3.182 -2.939 0.044
C -2.267 -2.155 1.761
C -2.367 -2.754 3.019
C -1.782 -2.183 4.128
I -2.021 -3.105 6.008
C -1.016 -0.995 4.023
C -0.431 -0.271 5.078
C 0.308 0.857 4.792
C 0.478 1.276 3.477
N -0.096 0.653 2.443
C -0.843 -0.461 2.723
C -1.502 -1.008 1.597
O -1.356 -0.350 0.470
H -2.930 -3.670 3.117
H -0.574 -0.585 6.100
H 0.762 1.430 5.585
H 1.076 2.149 3.239
I -0.225 1.532 -2.331
C 1.807 0.732 -2.477
C 2.377 0.708 -3.719
C 3.661 0.162 -3.865
C 4.311 -0.340 -2.775
C 3.728 -0.302 -1.492
C 4.406 -0.846 -0.382
C 3.827 -0.836 0.856
C 2.556 -0.272 1.036
C 1.824 0.295 0.004
C 2.426 0.261 -1.299
H 1.850 1.093 -4.581
H 4.114 0.135 -4.843
H 5.289 -0.782 -2.878
H 5.385 -1.280 -0.530
H 4.341 -1.255 1.709
H 2.148 -0.296 2.042
O -5.489 5.859 -1.205
C -5.144 4.606 -0.913
O -5.943 3.714 -0.910
C -3.702 4.366 -0.549
C -3.446 3.258 0.257
C -2.160 2.973 0.686
C -1.103 3.813 0.290
S 0.523 3.445 0.887
C -1.353 4.900 -0.540
C -2.645 5.178 -0.954
H -4.763 6.497 -1.156
H -4.284 2.645 0.550
H -1.990 2.186 1.448
H -0.527 5.527 -0.842
H -2.807 6.027 -1.603
```

Values from the calculation:
Kohn-Sham gap (alpha / beta): 0.23529 / 0.24267 Ha
multiplicity: 3
relative energy (zero: lowest compared OMol25 entry of this formula, charge and spin): 0.606 eV
E_tot: -71795.7050 eV
HOMO energy (alpha / beta): -10.90 / -11.06 eV
strongest force on any atom: 0.0347 Eh/bohr
total charge: +1



Record 2
The following is a quantum chemistry calculation of a structure of composition C26H16Cl2IN3OPdS3, from the OMol25 dataset.

```
53
C26H16Cl2IN3OPdS3 | the OMol25 dataset | ωB97M-V/def2-TZVPD
Pd -0.465 0.207 -0.192
Cl 1.657 4.079 -2.905
C 1.824 3.696 -1.215
C 2.587 4.542 -0.415
C 2.776 4.279 0.916
Cl 3.768 5.360 1.876
C 2.185 3.144 1.511
C 2.355 2.759 2.859
C 1.753 1.625 3.322
C 0.937 0.880 2.457
N 0.740 1.228 1.210
C 1.379 2.315 0.699
C 1.203 2.528 -0.731
O 0.548 1.713 -1.441
H 3.046 5.413 -0.863
H 2.978 3.363 3.505
H 1.890 1.291 4.341
H 0.439 -0.018 2.795
I -3.169 1.285 1.347
C -1.812 -0.431 1.116
H -2.476 -1.238 0.831
H -1.439 -0.579 2.128
C -1.530 -0.733 -1.528
C -2.207 -1.317 -2.353
C -2.973 -2.017 -3.332
C -4.319 -1.700 -3.563
C -5.061 -2.385 -4.512
C -4.484 -3.405 -5.258
C -3.151 -3.731 -5.039
C -2.405 -3.049 -4.092
H -4.766 -0.904 -2.982
H -6.100 -2.119 -4.671
H -5.066 -3.940 -5.999
H -2.686 -4.524 -5.613
H -1.366 -3.301 -3.920
S 5.702 -6.338 0.801
C 4.983 -4.903 0.286
S 3.601 -4.258 1.093
C 3.493 -2.904 -0.045
N 4.441 -2.974 -0.939
N 5.267 -4.084 -0.746
C 6.308 -4.205 -1.705
C 7.411 -5.035 -1.514
C 8.400 -5.103 -2.485
C 8.314 -4.356 -3.649
C 7.216 -3.524 -3.831
C 6.221 -3.442 -2.873
S 2.273 -1.748 0.112
H 7.489 -5.622 -0.614
H 9.250 -5.753 -2.317
H 9.090 -4.417 -4.402
H 7.128 -2.926 -4.729
H 5.373 -2.790 -3.005
```

Values from the calculation:
Kohn-Sham gap: 0.22710 Ha
multiplicity: 1
relative energy (zero: lowest compared OMol25 entry of this formula, charge and spin): 0.000 eV
E_tot: -102871.7235 eV
HOMO energy: -2.21 eV
strongest force on any atom: 0.0132 Eh/bohr
total charge: -2